Density functional theory data (wB97M-V/def2-TZVPD) for 2 unconnected molecules or ions with the total composition C6H17NO.

Structure (XYZ):
```
25
C6H17NO wB97M-V/def2-TZVPD
C 1.22 -0.15 0.83
C 2.64 -0.61 0.58
C 0.58 0.27 -0.43
N -0.93 -0.08 -0.80
C -1.18 -1.48 -0.99
C -0.98 -2.53 0.14
C -1.69 0.56 0.29
H 1.19 0.60 1.65
H 0.59 -1.10 1.11
H 3.25 -1.36 1.26
H 3.42 0.29 0.84
H 2.75 -0.73 -0.52
H 1.24 -0.26 -1.23
H 0.62 1.37 -0.47
H -2.15 -1.57 -1.39
H -0.58 -1.70 -1.87
H -0.97 -1.95 1.00
H 0.01 -3.02 -0.10
H -1.79 -3.34 0.32
H -1.39 0.30 1.33
H -1.72 1.67 0.09
H -2.80 0.24 0.20
H 0.98 3.55 0.30
H -0.33 2.61 0.09
O 0.08 3.57 0.05
```

Results
- Total charge: +1
- Expectation value of S²: 0.755
- Energy relative to the best compared isomer or geometry (same formula, charge and spin): 3.524 eV
- Spin multiplicity: 2